Record 1
The following is a quantum chemistry calculation of an isolated molecule of C7H10N2O, from OMol25.

Results
energy relative to the best compared isomer or geometry (same formula, charge and spin) = 625.0 kJ/mol
LUMO (alpha / beta) = -0.16 / -0.32 eV
net charge = 0
gap between HOMO and LUMO (alpha / beta) = 6.82 / 7.61 eV

Positions of all 20 atoms, in Å:
C: -0.95267 -1.46271 1.21277
C: 0.32697 -1.28802 0.46359
C: 0.04161 1.20073 -0.53144
N: 0.93953 -2.39180 0.01084
N: 0.31693 1.03786 -1.92943
C: -1.56648 -0.09430 1.19742
C: -1.37397 0.30593 -0.07245
C: 0.94967 0.06264 0.32163
C: 0.10939 2.50244 -0.05301
O: -1.36268 -2.56135 1.56812
H: 0.46723 -3.27339 0.16278
H: 1.90968 -2.40694 -0.25516
H: 0.23222 0.07441 -2.22880
H: -0.29867 1.60407 -2.49950
H: -1.59480 0.56035 2.06079
H: -1.34483 -0.45955 -0.85313
H: 1.93394 0.02628 -0.15158
H: 1.03085 0.52013 1.30030
H: 0.34403 3.32917 -0.70821
H: -0.10795 2.71405 0.98448

Cartesian forces, eV/Å:
C 0.44 -0.15 -0.40
C -0.72 -0.30 0.55
C -0.65 -2.84 0.25
N 0.12 -0.20 -0.05
N 0.06 0.16 0.06
C -0.08 -0.04 -0.22
C 1.00 0.87 -0.40
C -0.26 1.08 -0.76
C 0.10 1.29 0.53
O 0.05 0.05 0.03
H 0.06 0.10 0.09
H -0.08 0.04 0.01
H -0.02 0.02 0.05
H -0.01 -0.01 0.01
H 0.10 -0.01 -0.02
H -0.21 -0.01 0.10
H -0.01 -0.03 0.02
H 0.11 0.01 0.16
H -0.02 -0.02 -0.01
H 0.01 -0.01 -0.01

Atom charges from the natural (NBO) analysis, given in e for atoms 1 to 8: C 0.41; C 0.17; C 0.09; N -0.75; N -0.83; C -0.36; C -0.15; C -0.44

***

Record 2
The following is a quantum chemistry calculation of an isolated molecule of C21H23F2N7O, from OMol25.

Results
energy relative to the best compared isomer or geometry (same formula, charge and spin) = 0.0 kJ/mol
LUMO = 0.51 eV
structure (SMILES) = O=C(Nc1ccccc1F)NC1CCN(Cc2nnnn2Cc2ccc(F)cc2)CC1
net charge = 0
gap between HOMO and LUMO = 9.19 eV

Positions of all 54 atoms, in Å:
O: -2.84476 -3.35350 0.11663
C: -2.89653 -2.14676 0.21677
N: -4.11590 -1.49451 0.18479
C: -4.44495 -0.17497 0.46570
C: -3.77244 0.61768 1.39567
C: -4.16818 1.92276 1.62787
C: -5.24989 2.46705 0.95873
C: -5.95840 1.69015 0.05694
C: -5.55038 0.39484 -0.17352
F: -6.24616 -0.37169 -1.05084
N: -1.80628 -1.34685 0.36222
C: -0.46490 -1.88492 0.29087
C: 0.09094 -1.81474 -1.13426
C: 1.55056 -2.25203 -1.16628
N: 2.33543 -1.40348 -0.28658
C: 3.76347 -1.65156 -0.41258
C: 4.52201 -0.57432 0.26552
N: 5.26129 -0.67280 1.34619
N: 5.72187 0.54382 1.60185
N: 5.31155 1.38088 0.74603
N: 4.54682 0.72407 -0.13097
C: 3.90398 1.37670 -1.23409
C: 2.45689 1.69285 -0.94658
C: 1.49155 1.49965 -1.92425
C: 0.16492 1.80353 -1.67429
C: -0.17951 2.29415 -0.42838
F: -1.47843 2.55732 -0.16614
C: 0.76445 2.50636 0.56046
C: 2.08771 2.20867 0.28964
C: 1.89157 -1.57061 1.08848
C: 0.44911 -1.10472 1.23283
H: -4.87130 -2.07672 -0.15343
H: -2.95602 0.19577 1.95990
H: -3.62637 2.51657 2.34722
H: -5.55067 3.48591 1.14273
H: -6.81677 2.07449 -0.47073
H: -1.90634 -0.36257 0.16611
H: -0.53563 -2.93167 0.60391
H: -0.50021 -2.45545 -1.78967
H: 0.02286 -0.78521 -1.49020
H: 1.93844 -2.15063 -2.18357
H: 1.62585 -3.31368 -0.87408
H: 4.07073 -2.61485 0.02624
H: 4.02082 -1.65543 -1.47723
H: 3.98210 0.73950 -2.11899
H: 4.45874 2.30516 -1.40856
H: 1.77290 1.10757 -2.88986
H: -0.59677 1.66318 -2.42547
H: 0.46139 2.89764 1.51853
H: 2.83759 2.37762 1.04819
H: 2.53619 -0.97509 1.73868
H: 1.97568 -2.62514 1.40375
H: 0.12449 -1.23603 2.26554
H: 0.39484 -0.04395 0.98255

Cartesian forces, eV/Å:
O 0.06 -0.42 -0.08
C 0.00 0.28 0.00
N -0.57 -0.35 -0.19
C -0.10 0.38 0.02
C -0.14 -0.05 -0.02
C -0.02 0.10 -0.01
C 0.03 0.00 0.05
C 0.03 -0.20 -0.05
C 0.10 0.03 0.01
F 0.15 0.05 0.14
N 0.09 0.13 0.04
C 0.16 0.04 -0.06
C 0.05 -0.31 0.16
C -0.17 0.17 -0.20
N 0.16 -0.20 -0.03
C -0.16 -0.14 -0.02
C 0.19 0.59 -0.16
N -0.43 -1.03 -0.27
N 0.57 0.31 0.76
N -0.09 1.20 -0.57
N 0.31 -1.27 0.60
C -0.26 0.40 -0.28
C -0.06 0.06 -0.08
C 0.12 0.16 0.20
C -0.18 0.16 0.13
C 0.12 -0.04 -0.06
F 0.11 -0.01 -0.02
C -0.20 0.06 -0.10
C -0.01 -0.03 -0.14
C -0.15 0.32 0.15
C 0.05 -0.33 -0.06
H 0.23 0.01 0.07
H 0.06 -0.04 0.03
H 0.06 0.06 0.07
H -0.04 0.10 0.02
H -0.09 0.01 -0.08
H -0.05 0.01 0.02
H 0.06 0.12 -0.03
H -0.06 0.01 -0.02
H -0.03 -0.03 -0.01
H 0.02 -0.08 0.02
H 0.05 -0.02 -0.04
H 0.04 0.08 -0.09
H -0.01 -0.09 0.06
H 0.05 0.10 0.08
H 0.01 -0.23 -0.05
H 0.04 -0.09 -0.12
H -0.10 -0.02 -0.05
H -0.06 0.05 0.10
H 0.08 0.00 0.10
H -0.02 -0.09 0.03
H 0.06 0.00 0.01
H -0.06 0.03 0.03
H 0.01 0.05 0.04

Atom charges from the natural (NBO) analysis, given in e for atoms 1 to 8: O -0.65; C 0.80; N -0.63; C 0.06; C -0.24; C -0.20; C -0.22; C -0.28

***

Record 3
The following is a quantum chemistry calculation of an isolated molecule of C21H23FN4O2, from OMol25.

Results
energy relative to the best compared isomer or geometry (same formula, charge and spin) = 225.9 kJ/mol
LUMO = 0.78 eV
structure (SMILES) = Fc1ccccc1Cc1noc(CN(Cc2ccccn2)C[C@H]2CCCO2)n1
net charge = 0
gap between HOMO and LUMO = 9.30 eV

Positions of all 51 atoms, in Å:
F: -4.36043 -1.72087 0.38803
C: -4.80962 -0.45504 0.22748
C: -5.84896 -0.02245 1.02958
C: -6.32709 1.26554 0.86961
C: -5.76655 2.09645 -0.08608
C: -4.72811 1.64290 -0.87946
C: -4.22971 0.35397 -0.73955
C: -3.07318 -0.12327 -1.57310
C: -1.81992 0.50634 -1.08470
N: -0.90641 1.01276 -1.86295
O: 0.05816 1.47851 -1.02116
C: -0.35292 1.21229 0.22167
C: 0.49511 1.55900 1.40105
N: 1.74076 0.82451 1.48549
C: 1.55783 -0.58292 1.80864
C: 0.77595 -1.38822 0.79741
C: -0.42979 -1.99753 1.13514
C: -1.12150 -2.69981 0.16473
C: -0.59559 -2.76111 -1.11753
C: 0.60886 -2.12249 -1.35838
N: 1.28175 -1.46579 -0.42920
C: 2.65018 1.10944 0.38783
C: 4.10481 0.72305 0.72428
C: 4.49465 -0.68775 0.22576
C: 5.59888 -0.43114 -0.80823
C: 5.41644 1.05550 -1.11685
O: 5.00185 1.63066 0.10204
N: -1.50917 0.61910 0.23770
H: -6.26591 -0.69282 1.76461
H: -7.13633 1.61794 1.49047
H: -6.13894 3.10152 -0.21309
H: -4.28992 2.29221 -1.62324
H: -2.97227 -1.20725 -1.48501
H: -3.20283 0.13946 -2.62374
H: -0.09639 1.35942 2.29745
H: 0.73516 2.62623 1.35855
H: 2.55175 -1.01792 1.92333
H: 1.04609 -0.62976 2.77452
H: -0.82079 -1.91155 2.13677
H: -2.06114 -3.17663 0.40102
H: -1.10457 -3.28916 -1.90917
H: 1.06539 -2.13114 -2.33992
H: 2.34245 0.62759 -0.54909
H: 2.64042 2.19222 0.23703
H: 4.24751 0.84532 1.80346
H: 4.85511 -1.31409 1.04050
H: 3.63346 -1.17106 -0.23420
H: 5.49824 -1.05229 -1.69499
H: 6.58286 -0.59795 -0.36960
H: 6.33452 1.55801 -1.42314
H: 4.64989 1.20006 -1.89175

Cartesian forces, eV/Å:
F 0.05 0.04 0.00
C -0.12 0.28 -0.12
C 0.11 -0.15 -0.01
C 0.03 -0.02 -0.01
C -0.01 0.15 -0.04
C -0.09 -0.11 0.09
C -0.15 -0.24 0.04
C 0.02 -0.06 -0.01
C 0.67 0.30 -0.11
N -0.71 -0.29 -0.94
O 0.40 0.29 0.62
C -0.86 -0.22 -0.08
C 0.29 0.15 -0.02
N -0.08 0.03 0.10
C 0.03 0.04 0.06
C -0.27 -0.36 0.29
C 0.19 -0.17 -0.09
C 0.12 -0.03 -0.01
C -0.04 -0.02 0.11
C -0.16 -0.14 -0.22
N 0.27 0.13 0.04
C 0.51 0.16 -0.16
C -0.40 -0.08 0.28
C 0.05 0.05 -0.01
C 0.04 0.25 0.03
C 0.15 -0.21 -0.28
O 0.06 0.16 0.07
N 0.21 0.27 0.51
H -0.03 -0.09 0.06
H -0.07 0.02 0.06
H -0.03 0.09 -0.01
H 0.06 0.08 -0.09
H -0.02 0.08 -0.10
H -0.04 -0.08 0.03
H -0.04 0.08 -0.11
H -0.07 -0.06 0.06
H -0.05 -0.08 0.08
H 0.08 -0.09 -0.01
H -0.05 0.05 0.10
H -0.08 -0.03 0.01
H -0.03 -0.05 -0.08
H -0.05 -0.07 -0.12
H 0.09 0.18 0.10
H 0.01 -0.03 0.02
H -0.05 -0.04 -0.08
H -0.03 -0.05 0.02
H 0.05 -0.02 0.07
H 0.04 -0.06 -0.04
H 0.02 -0.01 -0.05
H -0.06 -0.02 -0.05
H 0.07 0.01 0.00

Atom charges from the natural (NBO) analysis, given in e for atoms 1 to 8: F -0.33; C 0.40; C -0.27; C -0.19; C -0.22; C -0.18; C -0.08; C -0.46

***

Record 4
The following is a quantum chemistry calculation of C34H38F5N4O4PS6SeTi as an isolated structure, from OMol25.

Results
⟨S²⟩ = 0.754
energy relative to the best compared isomer or geometry (same formula, charge and spin) = 0.0 kJ/mol
LUMO (alpha / beta) = -2.50 / -2.31 eV
net charge = +1
gap between HOMO and LUMO (alpha / beta) = 7.14 / 7.40 eV
2S+1 = 2

Positions of all 94 atoms, in Å:
Ti: 0.43170 -0.26790 0.00140
N: 3.61670 -1.60440 0.69690
C: 3.25660 -0.48070 1.31430
N: 2.10470 0.13930 1.18090
C: 1.98350 1.18540 2.07930
C: 3.06820 1.38950 2.87000
S: 4.30930 0.24790 2.50830
C: 0.70430 1.86540 2.08510
C: 0.23430 2.86190 2.88450
S: -1.40840 3.23150 2.49340
C: -1.36420 1.98860 1.27350
N: -0.20770 1.39270 1.16960
N: -2.41610 1.70080 0.47120
H: 3.16240 -1.89120 -0.16910
H: 4.52040 -2.00130 0.89630
H: 3.20390 2.12640 3.63160
H: 0.73110 3.36920 3.68500
H: -3.33310 1.95760 0.80140
H: -2.31330 0.81690 -0.02310
O: -0.06560 1.21280 -1.48140
S: -0.90570 2.34380 -2.01980
C: -2.18240 1.51870 -3.11400
C: -1.77250 0.09270 -3.43950
C: -2.84800 -0.94380 -3.09440
C: -2.21720 -2.28750 -2.78020
S: -1.60620 -2.41640 -1.03080
O: -1.39950 -0.98690 -0.54360
C: -3.17950 -2.87090 -0.25210
C: -3.54750 -4.20840 -0.28840
C: -4.71620 -4.61040 0.33700
C: -5.49710 -3.68680 1.01610
C: -5.11330 -2.35680 1.06250
C: -3.95000 -1.94470 0.43020
C: 0.05440 3.06430 -3.37730
C: 0.05570 4.44780 -3.47720
C: 0.78520 5.05180 -4.48700
C: 1.51960 4.27690 -5.37170
C: 1.50610 2.89620 -5.26570
C: 0.76810 2.28030 -4.26910
H: -2.28650 2.15600 -3.98870
H: -3.11330 1.55690 -2.55140
H: -0.86940 -0.16050 -2.86360
H: -1.50570 0.01060 -4.49310
H: -3.53560 -1.05550 -3.93480
H: -3.43070 -0.61160 -2.23090
H: -1.33560 -2.46130 -3.39730
H: -2.91300 -3.11440 -2.90210
H: -2.91800 -4.92400 -0.79700
H: -5.00940 -5.64740 0.30970
H: -6.39450 -4.00470 1.52480
H: -5.71300 -1.64300 1.60490
H: -3.63220 -0.91100 0.47170
H: -0.50770 5.03710 -2.76870
H: 0.78670 6.12590 -4.57860
H: 2.10270 4.74840 -6.14780
H: 2.08270 2.28830 -5.94300
H: 0.78620 1.20550 -4.16810
F: -4.13220 -3.71130 4.25120
C: -3.01310 -3.49900 3.55470
C: -2.53980 -2.20460 3.35430
F: -3.19080 -1.14710 3.85920
C: -1.40130 -2.02550 2.59160
F: -0.94680 -0.75850 2.32750
C: -0.70270 -3.07080 1.99450
Se: 0.79980 -2.70460 0.94100
C: -1.19540 -4.36140 2.21970
F: -0.57650 -5.38330 1.62870
C: -2.33330 -4.57680 2.98030
F: -2.81230 -5.81060 3.14490
C: 6.09420 -1.70730 -3.63380
C: 5.63240 -1.84490 -2.19360
C: 6.41950 -0.92410 -1.26890
O: 4.21570 -1.64970 -2.05720
P: 3.30300 -0.39560 -2.46420
S: 3.47500 0.26370 -4.29970
S: 1.49220 -1.23320 -1.98290
O: 3.70800 0.62680 -1.24620
C: 3.91320 2.04000 -1.21220
C: 4.82290 2.57420 -2.30750
C: 2.57110 2.74810 -1.24560
H: 7.13350 -2.01190 -3.71760
H: 6.00780 -0.67440 -3.95750
H: 5.48920 -2.32580 -4.29180
H: 5.75190 -2.88500 -1.86410
H: 6.39590 0.09980 -1.63250
H: 7.45490 -1.25460 -1.23110
H: 6.00750 -0.92690 -0.26250
H: 4.38880 2.18940 -0.23260
H: 4.31950 2.52690 -3.26900
H: 5.74710 2.00770 -2.36870
H: 5.07340 3.60940 -2.08960
H: 2.09820 2.53680 -2.20050
H: 2.70080 3.82180 -1.15250
H: 1.91810 2.38270 -0.44900

Cartesian forces, eV/Å:
Ti 0.07 -0.52 -0.51
N -0.03 0.25 0.12
C 0.78 -0.41 0.36
N 0.02 0.20 -0.02
C 1.04 0.26 0.74
C -0.56 -0.05 -0.45
S -0.39 -0.17 -0.31
C -0.30 0.85 0.70
C 0.15 -0.47 -0.40
S 0.21 -0.50 -0.40
C -0.15 0.58 0.38
N -0.20 0.15 0.15
N -0.01 -0.24 0.05
H 0.12 0.10 0.22
H -0.11 0.02 -0.08
H 0.02 0.22 0.22
H 0.14 0.13 0.15
H 0.01 -0.10 -0.12
H -0.28 0.04 0.11
O 0.06 -0.14 0.05
S 0.00 0.54 -1.41
C 0.23 0.09 0.45
C 0.19 -0.22 0.15
C 0.09 0.15 0.00
C 0.21 0.18 0.30
S -1.50 -1.08 -0.67
O -0.37 0.50 0.01
C 0.28 0.00 -0.04
C 0.07 0.08 -0.12
C 0.01 -0.01 -0.02
C 0.03 0.02 -0.01
C 0.02 -0.02 -0.03
C 0.16 0.20 -0.19
C -0.22 -0.01 0.30
C -0.12 -0.13 0.16
C 0.03 0.05 -0.04
C -0.08 0.06 0.00
C -0.08 -0.07 0.09
C -0.18 -0.11 0.05
H 0.05 0.10 0.07
H -0.05 0.01 0.10
H -0.21 0.15 -0.31
H 0.04 -0.02 0.00
H -0.10 -0.06 0.12
H -0.11 0.00 -0.05
H 0.03 -0.08 0.00
H 0.04 -0.15 0.11
H 0.06 -0.17 -0.03
H 0.00 -0.13 0.00
H -0.07 -0.04 0.01
H -0.05 0.11 0.05
H -0.01 -0.02 0.08
H -0.02 0.13 0.07
H 0.02 0.14 0.01
H 0.04 0.06 -0.07
H 0.07 -0.07 -0.09
H 0.05 -0.12 0.04
F 0.22 0.07 -0.13
C 0.21 0.00 -0.20
C 0.08 -0.01 0.04
F 0.02 -0.22 -0.08
C 0.38 -0.08 -0.39
F -0.63 -0.50 0.53
C -0.81 0.11 0.64
Se 0.51 -0.29 -0.03
C 0.21 0.70 -0.18
F -0.21 -0.20 0.16
C -0.13 0.14 0.12
F 0.04 0.13 -0.02
C -0.09 -0.08 0.14
C 0.63 -0.02 -0.07
C -0.18 -0.14 -0.09
O -0.43 0.16 -0.27
P 0.40 0.56 0.11
S -0.16 -0.39 0.85
S 0.25 -0.07 -0.28
O -0.15 -1.14 -1.02
C -0.05 0.77 0.06
C -0.08 -0.12 0.11
C 0.14 -0.30 0.13
H 0.13 -0.09 0.05
H 0.06 0.03 -0.07
H -0.02 -0.03 -0.07
H 0.04 0.18 -0.07
H 0.03 0.06 -0.03
H 0.08 -0.01 0.01
H 0.06 0.01 0.08
H -0.04 -0.01 -0.16
H 0.08 0.06 -0.02
H 0.11 -0.05 -0.05
H 0.01 0.12 0.09
H 0.05 0.04 0.02
H 0.02 0.18 0.07
H 0.09 0.17 -0.05

Atom charges from the Löwdin analysis, given in e for atoms 1 to 8: Ti 0.62; N 0.10; C -0.68; N -0.06; C -0.32; C -0.31; S 1.10; C -0.32